Formula: CH2O3
Source: OMol25
Level of theory: ωB97M-V/def2-TZVPD

Each line ends with the Mulliken charge.
Geometry (Å):
O 1.539 -0.100 -0.077  -0.65
H 0.661 0.188 -0.202  0.36
O -1.145 0.321 -0.530  -0.19
O -1.510 -1.030 -0.279  -0.05
C -1.522 -0.110 0.654  0.20
H 1.977 0.730 0.434  0.33

Computed properties:
- electronic energy (a.u.) = -264.8117
- total charge = 0
- spin multiplicity = 1
- relative energy (zero: lowest compared OMol25 entry of this formula, charge and spin) (eV) = 6.6515

Formula: CH4OP2
Source: OMol25
Level of theory: ωB97M-V/def2-TZVPD

Each line ends with the Mulliken charge.
Geometry (Å):
O -1.792 -2.412 0.330  -0.32
H -0.851 0.666 0.006  -0.13
H 1.728 1.605 0.901  0.08
H 1.009 0.830 -1.004  0.08
H 2.496 -0.014 -0.012  0.03
P -2.064 0.219 -0.548  -0.16
P 1.296 0.390 0.285  -0.13
C -1.823 -1.285 0.044  0.55

Computed properties:
- electronic energy (a.u.) = -798.3569
- total charge = 0
- structure (SMILES) = O=C=P.P
- spin multiplicity = 1
- relative energy (zero: lowest compared OMol25 entry of this formula, charge and spin) (eV) = 1.6115

Formula: C47H115BINO13S2
Source: OMol25
Level of theory: ωB97M-V/def2-TZVPD

Each line ends with the Mulliken charge.
Geometry (Å):
H 6.798 -0.810 3.027  0.56
O -0.779 -3.767 -10.733  -0.52
H -2.688 -5.492 -11.450  0.33
H 3.663 12.027 -0.966  0.35
H 2.203 -1.910 0.502  -0.16
H 0.569 -0.032 -0.169  0.23
H -2.652 -5.355 -9.697  0.31
C 5.895 -0.324 2.469  -1.10
H 4.168 0.375 6.392  0.03
H 1.153 -1.728 -3.706  0.28
H -9.922 2.849 -1.943  0.34
H -0.210 2.741 -0.217  0.08
H -2.480 -8.117 1.111  0.37
C 2.946 -1.148 -4.201  0.01
C 3.600 9.867 -0.925  -0.20
H -0.038 3.694 4.027  0.11
H 5.620 1.197 7.271  0.32
H -0.291 -0.011 -9.256  0.36
H -4.886 2.358 -0.581  -0.04
C -7.817 2.995 -1.482  -0.20
C 1.918 1.784 0.168  0.42
H -1.119 -8.817 2.020  0.29
H -0.442 -10.939 -1.776  0.27
H 3.061 4.015 4.078  0.27
H 3.489 4.292 0.014  0.16
C -6.619 1.558 6.173  -0.08
H -3.940 1.364 -2.687  0.24
H 5.143 5.346 -5.662  0.31
H 0.514 4.297 5.776  0.34
O 1.581 -0.880 -3.913  -0.49
H 3.275 6.592 1.462  0.32
H -7.574 3.691 -2.291  0.27
H -9.515 2.392 -0.294  0.28
H 1.773 -0.769 -8.048  0.26
C -3.180 0.730 6.061  0.12
H 1.677 7.009 0.496  0.28
H 4.193 0.732 3.652  -0.31
H -8.606 -2.015 1.301  0.34
O -2.206 2.117 4.157  -0.62
C 4.444 2.670 5.989  -0.69
C 0.844 4.172 4.654  -0.94
C 0.651 -10.892 -1.791  -0.29
C -2.933 -4.829 -10.614  -1.20
H 2.178 4.297 1.384  -0.39
H -3.365 3.247 -0.328  0.30
H -2.407 -2.870 -9.882  0.29
O 1.045 -9.607 -1.334  -0.44
C 2.790 2.639 5.888  -0.25
H 3.525 8.869 -2.596  0.25
C -8.084 1.917 6.032  -1.20
H 2.566 -1.658 -6.264  -0.03
C 2.221 3.281 4.480  0.45
H -8.091 1.483 -2.679  0.24
H 3.414 -1.580 -3.312  0.15
I 2.162 -1.655 4.837  0.01
O -6.330 -0.601 -0.721  -0.46
H 3.007 2.093 -0.211  0.24
H 4.679 9.734 -0.804  0.30
H 3.001 4.172 -3.804  -0.14
H 4.262 0.496 0.956  0.33
H 0.908 -11.824 0.139  0.26
H 3.734 11.260 -2.570  0.34
H -0.875 -6.331 1.835  0.17
H -0.695 -1.187 -7.982  0.27
C 0.876 -4.389 3.180  -0.67
C 1.292 -1.409 -8.794  -0.25
H -3.836 -0.196 5.747  0.23
H 4.903 3.175 5.031  0.29
B 0.644 -2.985 3.993  0.21
H -8.202 2.955 5.711  0.35
O -2.107 2.260 -2.461  -0.47
H -1.087 -2.497 5.418  0.11
H 0.949 -7.801 0.222  0.23
H -1.746 1.481 -2.003  0.25
C -2.028 0.996 4.883  0.12
H 4.308 3.244 -4.576  0.29
C -1.240 -0.997 3.706  0.00
H -3.371 1.490 -0.237  0.26
H 0.459 -5.258 3.884  0.26
H 0.941 -12.960 -1.231  0.35
S 4.352 -3.818 0.790  -0.18
C -9.277 3.100 -1.095  -1.13
C -6.909 -0.916 0.537  -0.13
H 2.205 11.319 -1.703  0.29
C 2.434 -4.773 2.853  -0.17
H 0.435 5.060 -0.753  0.30
H 7.059 1.193 5.134  0.27
C 1.239 -11.963 -0.895  -1.01
H 0.999 -3.318 -9.043  0.28
H -3.863 1.668 6.250  0.09
H -2.266 -0.850 7.540  0.20
H 1.819 -1.287 -9.745  0.20
H 1.995 2.408 3.701  -0.52
C 0.870 2.751 -0.706  -0.14
H 4.094 -2.305 -5.620  0.37
H 3.188 -4.249 3.574  0.14
H -2.390 -0.925 3.488  0.34
H 3.079 6.550 -4.119  0.30
H 3.328 6.848 -0.409  0.19
H 3.440 -0.199 -4.426  0.21
O 3.097 8.807 -1.725  -0.46
H 4.710 3.361 6.911  0.35
H 2.538 -5.943 3.071  0.21
O -7.523 1.674 -1.913  -0.45
O 0.754 -7.228 0.983  -0.42
H 5.615 1.963 3.075  0.34
C 2.713 -4.571 1.256  -0.41
C -0.173 -1.050 -8.934  -0.45
C -0.954 -2.531 4.233  -0.53
H -1.259 0.765 7.376  0.21
H 3.131 9.801 0.062  0.28
O 1.422 -2.758 -8.370  -0.49
H -7.906 -2.685 -0.193  0.27
H -0.608 -0.743 2.738  -0.02
C 5.363 0.895 3.484  0.51
H -3.930 3.137 -2.766  0.27
H 2.684 -5.658 0.761  0.24
H 5.125 5.522 -3.896  0.26
H -6.912 -0.352 5.924  0.29
C -1.400 -8.290 1.102  -1.00
H 1.938 -0.615 1.958  -0.61
H 2.535 -3.035 -5.170  0.34
H 0.711 2.343 -1.814  0.19
H -2.883 0.814 8.396  0.29
C 6.034 0.640 4.992  -0.75
H 0.987 -11.016 -2.824  0.28
C 3.049 -2.092 -5.382  -0.84
H 2.295 3.218 6.779  0.42
H 2.017 -9.572 -1.359  0.27
H -1.651 -3.345 3.764  0.24
C 5.054 1.148 6.222  -0.39
H -6.995 -0.111 -1.234  0.30
H -0.664 -1.703 -9.663  -0.21
O -0.908 0.051 4.713  0.06
H -0.584 -4.340 -11.495  0.29
C 2.447 4.773 0.330  0.66
C 3.666 4.125 -4.672  -0.34
H 3.030 4.005 -5.555  0.27
C 3.286 11.199 -1.573  -1.14
H 2.369 1.529 5.945  -0.04
C 1.736 0.201 -0.211  -0.49
C 2.676 6.392 0.458  -1.05
H 2.061 -0.076 -1.321  -0.06
H 2.333 -11.905 -0.890  0.33
H 4.596 -1.067 -0.037  0.13
C 1.360 4.313 -0.809  -0.32
H -8.575 1.264 5.303  0.34
H -8.606 1.780 6.985  0.29
S 5.970 -3.537 3.347  -0.16
C -0.645 -6.982 0.987  0.00
H 1.755 2.007 1.315  -0.47
H -2.443 -2.994 -11.652  0.26
H -6.166 -1.461 1.128  0.28
H 6.351 0.164 1.479  0.19
H -0.911 -6.455 0.065  0.25
H -7.147 0.017 1.058  0.22
C -2.177 -3.521 -10.730  -0.11
C 2.417 -0.835 0.912  1.22
C -8.151 -1.760 0.339  -1.07
O 3.644 6.517 -4.910  -0.52
C -3.808 2.345 -0.763  -0.58
C 4.066 -0.682 0.961  -1.25
H 1.032 5.256 4.207  0.25
C 4.495 5.388 -4.781  -0.33
C -2.345 0.327 7.449  -0.85
N 4.701 -1.209 2.230  0.75
H -4.013 -4.656 -10.606  0.33
H -6.138 2.198 6.918  0.32
H -6.092 1.680 5.221  0.23
O -6.489 0.209 6.596  -0.51
H -9.519 4.111 -0.755  0.34
H -1.156 -8.953 0.267  0.13
H 0.161 -4.375 2.246  0.16
H 1.863 4.514 -1.870  -0.39
H -7.176 3.225 -0.625  0.27
H 1.759 -4.019 0.807  0.27
C 5.019 -2.680 2.174  -0.18
H 6.228 -0.520 5.199  0.25
C -3.511 2.269 -2.247  -0.23
H -8.888 -1.227 -0.270  0.30

Computed properties:
- electronic energy (a.u.) = -4010.9713
- total charge = 0
- structure (SMILES) = CCCCCCCCN(CCCCCCCC)C(=S)SCCCB(I)CCOC(=O)CC.CCO.CCO.CCO.CCO.CCO.CCO.CCO.CCO.CCO.CCO.CCO
- spin multiplicity = 1

Formula: C15H20N2
Source: OMol25
Level of theory: ωB97M-V/def2-TZVPD

Each line ends with the Mulliken charge.
Geometry (Å):
C 1.744 0.974 0.058  -1.11
H -1.504 3.897 -1.247  0.30
H 3.636 -3.568 2.570  0.39
C -2.733 0.705 -1.689  -0.17
H -4.394 0.235 -2.984  0.35
H 2.181 -1.405 -1.685  0.29
C -3.181 3.339 -2.426  -0.39
H 2.719 1.222 -0.380  0.39
C -3.806 1.035 -2.540  -0.59
H 0.549 1.142 -1.795  0.40
C 2.618 -3.186 2.704  -0.76
C 1.586 -3.787 3.535  -0.41
H 3.113 -0.256 1.823  0.35
N 0.789 -1.985 2.488  0.03
C -1.911 1.708 -1.140  0.15
H 0.138 -1.265 2.151  0.20
N 1.696 -0.511 0.280  0.51
C 0.456 -3.002 3.378  -0.62
H -0.899 0.443 0.275  0.08
C -2.145 3.050 -1.538  -0.48
H 1.666 -4.686 4.116  0.41
C -4.032 2.354 -2.875  -0.40
H 1.195 -2.379 -0.614  0.34
H -2.561 -0.323 -1.465  0.38
H -0.519 -3.160 3.863  0.36
C -0.783 1.454 -0.130  -0.15
H -4.818 2.631 -3.583  0.34
C 0.596 1.601 -0.811  -0.70
H 0.857 2.655 -0.989  0.42
H -3.321 4.418 -2.759  0.27
C 2.744 -1.053 1.201  -0.94
H 1.761 1.483 1.050  0.43
H 0.427 -1.060 -1.415  0.25
H 3.583 -1.485 0.681  0.30
C 1.374 -1.352 -0.929  -1.04
C 2.100 -2.061 2.092  0.54
H -0.921 2.180 0.730  0.30

Computed properties:
- electronic energy (a.u.) = -693.0507
- total charge = 0
- structure (SMILES) = CN(CCCc1ccccc1)Cc1ccc[nH]1
- spin multiplicity = 1
- relative energy (zero: lowest compared OMol25 entry of this formula, charge and spin) (eV) = 0.0000

Formula: C6H8HgO3
Source: OMol25
Level of theory: ωB97M-V/def2-TZVPD

Each line ends with the Mulliken charge.
Geometry (Å):
C -2.272 0.305 -5.745  0.74
O -1.858 0.859 -6.675  -0.34
H -1.189 1.413 1.549  0.43
C -1.356 0.401 1.188  -0.05
H -1.703 -1.633 1.953  0.23
H -1.842 -1.844 -0.293  0.16
C -2.130 -0.627 1.949  -0.72
Hg 1.809 -0.569 1.017  0.83
C -2.670 -0.086 0.644  -0.16
O -0.363 -0.117 0.312  -0.41
O -2.712 -0.301 -4.860  -0.39
H -1.148 0.872 -1.524  0.27
H -3.123 -0.842 -1.391  0.42
H -3.532 0.580 0.659  0.38
C -2.320 -0.815 -0.652  -0.54
H -2.612 -0.308 2.874  0.28
H -0.373 -0.772 -1.700  0.27
C -1.045 -0.139 -1.109  -0.37

Computed properties:
- expectation value of S² = 0.75
- electronic energy (a.u.) = -612.2327
- total charge = +1
- spin multiplicity = 2
- relative energy (zero: lowest compared OMol25 entry of this formula, charge and spin) (eV) = 0.3467

Formula: C5H11NO
Source: OMol25
Level of theory: ωB97M-V/def2-TZVPD

Each line ends with the Mulliken charge.
Geometry (Å):
H 0.790 -0.737 -0.314  -0.09
H -2.950 1.236 -1.256  0.32
H -0.804 -1.796 -1.245  0.20
H 2.806 0.723 2.464  0.31
H -1.182 0.669 -1.335  0.12
C -1.836 -2.053 -1.035  -0.81
C -2.239 0.428 -1.245  -0.36
C 1.563 0.694 0.919  0.46
C 1.489 0.082 -0.455  -0.45
H 2.420 -0.306 -0.849  0.35
H -3.774 -1.052 -1.030  0.37
C -2.701 -0.895 -1.097  0.42
H -2.142 -2.823 -1.745  0.37
H 1.021 0.818 -1.106  0.22
H -1.895 -2.511 -0.037  0.34
O 0.522 0.904 1.498  -0.54
N 2.842 0.960 1.480  -0.49
H 3.095 1.937 1.405  0.28

Computed properties:
- expectation value of S² = 0.75
- electronic energy (a.u.) = -326.7288
- total charge = +1
- spin multiplicity = 2
- relative energy (zero: lowest compared OMol25 entry of this formula, charge and spin) (eV) = 2.5918

Q: spin multiplicity of number 4 (C15H20N2)?
A: 1